Density functional theory data (ωB97M-V/def2-TZVPD) for 2 unconnected molecules or ions with the total composition C5H16NO2 in a non-equilibrium geometry.

Each line ends with the Mulliken charge.
Geometry (Å):
C -2.08 -0.86 -0.89  -1.2544
C -0.92 -0.80 0.06  0.4754
C 0.39 -0.62 -0.85  -0.9308
C 1.61 -0.29 0.04  -0.6674
C 1.54 -1.11 1.39  -0.6573
O 0.72 -0.64 2.42  -0.5468
N -0.99 0.58 0.94  -0.3654
H -2.40 0.22 -1.01  0.3263
H -3.20 -1.20 -0.69  0.3064
H -1.78 -1.15 -1.89  0.3247
H -0.66 -1.60 0.85  0.3408
H 0.27 0.07 -1.66  0.4284
H 0.43 -1.62 -1.36  0.4134
H 1.89 0.80 0.31  0.2956
H 2.55 -0.59 -0.54  0.3978
H 1.36 -2.14 1.28  0.4766
H 2.56 -0.94 1.91  0.3431
H 0.58 -1.25 3.17  0.3161
H -0.96 0.43 1.98  0.3646
H -1.75 1.10 0.77  0.3026
H -0.05 1.08 0.99  0.3108
H 0.40 2.84 -2.11  0.2620
H 0.47 3.96 -2.96  0.3346
O 0.03 3.70 -2.15  -0.5973

Results
Total energy = -11021.0206 eV
Relative energy (zero: lowest compared OMol25 entry of this formula, charge and spin) = 65.95 kcal per mole
Net charge = +1
HOMO-LUMO gap = 11.36 eV
Strongest force on any atom = 5.92 eV Å⁻¹
Spin multiplicity = 1
E_LUMO = -3.003 eV